ORCA calculation (ωB97M-V with the def2-TZVPD basis set) on the ion C8H14NO with charge +1 in a non-equilibrium geometry.

gap between HOMO and LUMO (spin up / spin down) = 8.3 / 8.3 eV
charge = +1
energy = -442.781406 Eh
relative energy (zero: lowest compared OMol25 entry of this formula, charge and spin) = 5.591 eV
HOMO (spin up / spin down) = -13.5 / -13.5 eV

Last column: Mulliken charge in e.
Atoms and positions in Å:
C -0.997779 -0.132863 2.024609  -0.56
C 0.013583 -1.123015 2.219428  0.00
C -1.049357 0.615085 0.857235  1.01
C 0.594170 1.085053 -1.109095  -2.36
C -1.885803 1.635744 0.343584  -1.84
C -0.477629 -1.261997 -0.766922  -1.47
C 2.807066 0.069774 0.499970  -0.76
C 0.205496 0.055974 -0.122096  1.45
N 1.573671 -0.663255 0.456613  -0.16
O 1.112508 -1.330641 1.617416  -0.17
H -1.816548 -0.074051 2.816407  0.37
H -0.160038 -1.882663 2.992251  0.42
H 1.241444 0.843172 -1.825611  0.60
H -0.365922 1.539405 -1.494769  0.37
H 0.986354 1.963396 -0.525650  0.53
H -1.189839 2.376467 0.042156  0.50
H -2.260635 1.342290 -0.581112  0.46
H -2.578653 1.896276 1.050041  0.46
H -1.501544 -1.002567 -0.948978  0.40
H -0.126158 -1.358302 -1.723558  0.47
H -0.382610 -2.170436 -0.239423  0.36
H 2.908286 0.838571 1.284689  0.31
H 3.717804 -0.578549 0.501020  0.28
H 2.581559 0.593480 -0.433863  0.35

Forces on atoms 1 to 3 (eV/Å):
-1.5 1.0 -0.1
-0.9 0.3 0.2
5.4 -4.1 1.0

---

ORCA calculation (ωB97M-V with the def2-TZVPD basis set) on an isolated molecule of C3H6N4 in a non-equilibrium geometry.

gap between HOMO and LUMO = 9.8 eV
energy = -336.900727 Eh
relative energy (zero: lowest compared OMol25 entry of this formula, charge and spin) = 1.320 eV
HOMO = -9.1 eV

Last column: Mulliken charge in e.
Atoms and positions in Å:
C -1.067187 -1.151725 1.119407  -0.90
C 0.202091 0.527789 0.048934  0.37
C 1.249480 1.579122 -1.380075  -0.08
H -1.833542 -1.406558 0.323529  0.27
H -1.341756 -1.577079 2.181039  0.28
H -0.233692 -1.863039 0.894833  0.35
H -0.082976 0.393720 2.074670  0.31
H 1.942097 2.221772 -1.848424  0.43
H -0.236634 -0.939387 -1.402714  0.24
N -0.586672 0.174245 1.130738  -0.22
N 0.825761 1.683199 0.002193  -0.58
N 0.909059 0.551002 -2.045001  -0.82
N 0.253971 -0.193060 -1.099131  0.35

Forces on atoms 1 to 3 (eV/Å):
-0.1 -3.9 1.0
-1.1 0.5 1.1
0.6 1.6 2.4

---

ORCA calculation (ωB97M-V with the def2-TZVPD basis set) on an isolated molecule of C4H6O5 in a non-equilibrium geometry.

gap between HOMO and LUMO = 9.4 eV
energy = -532.034929 Eh
relative energy (zero: lowest compared OMol25 entry of this formula, charge and spin) = 6.273 eV
HOMO = -9.0 eV

Last column: Mulliken charge in e.
Atoms and positions in Å:
C 0.493646 -0.188445 0.063039  0.31
C 0.045721 -0.010534 1.507811  -1.20
C -0.020186 0.682105 -0.941136  0.38
C -1.650136 -0.252254 -0.812861  0.45
O 2.052596 0.436894 0.074001  -0.32
O 2.888712 -0.599174 -0.476097  -0.39
O -2.597949 0.597776 -0.401928  -0.42
O 0.064474 1.670690 -1.547660  -0.40
O -1.851266 -1.356387 -1.227951  -0.52
H 3.588545 -0.080465 -0.895297  0.32
H -3.482089 0.244524 -0.614500  0.34
H 0.610797 -1.210215 -0.296518  0.40
H -0.326219 0.994285 1.692495  0.30
H 0.915685 -0.196597 2.134418  0.40
H -0.732330 -0.732203 1.742185  0.36

Forces on atoms 1 to 3 (eV/Å):
6.3 1.7 0.5
-0.4 -0.1 -0.5
-5.0 -2.0 1.2